98
Properties=species:S:1:pos:R:3:forces:R:3 method="wB97M-V/def2-TZVPD" fmax_ev_per_a=1.44 charge=+1
C -2.494 0.852 7.363 0.068 -0.015 -0.162
C -2.557 -0.633 7.011 -0.001 0.106 -0.117
C -2.057 -0.924 5.599 -0.074 -0.009 0.019
C -2.115 -2.411 5.221 0.094 0.059 0.014
C -0.979 -2.865 4.295 0.031 -0.021 -0.156
C -1.382 -4.013 3.369 0.067 0.136 -0.007
C -2.270 -3.571 2.189 -0.280 -0.108 0.096
C -1.784 -4.099 0.840 -0.049 0.052 -0.069
C -0.598 -3.290 0.280 -0.113 -0.207 0.089
C -0.952 -2.586 -1.028 -0.060 -0.188 -0.073
C 0.066 -1.545 -1.508 0.050 0.010 -0.313
C -0.417 -0.101 -1.312 -0.158 0.133 0.256
C -0.999 0.057 0.127 0.074 0.131 -0.059
Cl -2.690 0.429 0.211 -0.075 0.016 -0.036
C -0.328 -0.125 1.268 0.170 0.111 -0.005
C 1.123 -0.512 1.422 0.034 0.048 0.102
Cl -1.130 0.079 2.786 0.019 0.607 -0.388
O -1.465 0.019 -2.256 0.288 -0.056 -0.281
C -1.839 1.289 -2.733 -0.233 0.128 0.103
C -1.259 2.469 -1.972 -0.172 -0.117 -0.217
C -1.751 3.776 -2.621 -0.160 -0.127 0.152
C -2.817 4.509 -1.776 -0.079 0.032 -0.066
C -4.228 4.327 -2.346 -0.015 -0.064 0.062
C -5.286 5.092 -1.580 0.663 -0.653 0.372
O -6.055 5.831 -2.076 -0.713 0.812 -0.489
O -5.335 4.773 -0.237 0.349 -0.158 0.152
N 0.232 2.291 -2.078 -0.204 0.106 0.219
C 1.070 3.431 -1.524 0.080 0.109 -0.143
C 0.528 4.134 -0.289 0.031 -0.001 0.121
C 0.407 3.307 0.990 0.104 0.082 0.059
C 0.733 0.934 -1.567 0.142 -0.210 0.061
C 1.858 0.502 -2.527 0.028 0.157 -0.137
C 3.092 -0.142 -1.864 0.060 -0.097 -0.006
C 3.563 -1.421 -2.559 0.093 0.005 0.048
C 4.923 -1.896 -2.035 -0.050 0.115 0.126
C 6.093 -1.202 -2.715 0.417 0.244 0.099
O 6.107 -1.432 -4.126 -0.746 -0.114 0.066
C 6.633 -2.641 -4.521 -0.869 0.310 -0.274
C 5.653 -3.552 -5.209 -0.153 0.138 -0.046
O 7.766 -2.903 -4.326 1.303 -0.476 0.383
H -1.467 1.160 7.578 -0.068 0.005 0.014
H -2.840 1.456 6.517 -0.057 -0.012 0.099
H -3.117 1.095 8.225 0.095 -0.011 0.002
H -1.950 -1.208 7.718 -0.181 -0.017 0.032
H -3.593 -0.982 7.089 0.105 -0.076 0.075
H -1.031 -0.551 5.483 -0.055 -0.039 0.151
H -2.677 -0.356 4.894 0.096 0.032 0.077
H -2.077 -3.005 6.140 -0.099 -0.055 -0.118
H -3.075 -2.625 4.738 0.013 0.006 0.120
H -0.661 -2.017 3.673 0.054 -0.515 0.318
H -0.117 -3.174 4.894 -0.016 0.107 0.031
H -1.922 -4.764 3.954 0.214 -0.111 -0.069
H -0.474 -4.481 2.973 -0.079 -0.066 0.064
H -2.325 -2.474 2.159 -0.033 -0.113 -0.084
H -3.294 -3.923 2.345 0.038 0.086 0.037
H -1.507 -5.152 0.945 -0.068 0.048 0.003
H -2.610 -4.071 0.121 0.071 -0.015 0.015
H -0.292 -2.561 1.039 -0.003 -0.288 -0.156
H 0.243 -3.965 0.088 0.125 0.200 0.094
H -1.035 -3.355 -1.802 -0.080 0.059 0.061
H -1.949 -2.137 -0.961 0.115 0.027 0.029
H 0.193 -1.653 -2.587 0.082 0.005 0.062
H 1.050 -1.705 -1.064 -0.136 -0.008 0.033
H 1.371 -1.407 0.851 0.044 0.208 0.021
H 1.326 -0.732 2.468 -0.049 -0.026 -0.031
H 1.800 0.301 1.146 -0.022 -0.032 -0.041
H -2.931 1.358 -2.706 0.072 -0.024 0.045
H -1.538 1.384 -3.789 0.003 -0.064 0.061
H -1.534 2.421 -0.921 0.177 0.044 -0.005
H -2.204 3.515 -3.583 0.194 0.134 -0.046
H -0.917 4.446 -2.830 -0.031 -0.044 -0.017
H -2.585 5.577 -1.753 0.010 -0.058 0.041
H -2.805 4.141 -0.746 0.048 0.093 -0.039
H -4.512 3.270 -2.298 0.021 0.046 -0.079
H -4.276 4.668 -3.382 0.000 -0.101 0.049
H -4.826 5.399 0.294 -0.249 0.063 -0.021
H 0.397 2.291 -3.087 0.114 -0.107 0.067
H 1.181 4.149 -2.337 -0.028 -0.010 0.066
H 2.064 3.019 -1.333 -0.098 -0.055 -0.005
H 1.241 4.943 -0.102 -0.041 -0.033 -0.108
H -0.420 4.625 -0.517 0.049 -0.020 0.013
H 1.285 2.671 1.136 -0.074 -0.025 -0.013
H -0.493 2.690 1.024 0.084 -0.063 -0.028
H 0.374 3.977 1.850 -0.094 -0.046 -0.050
H 1.168 1.152 -0.596 -0.005 0.085 -0.018
H 2.202 1.405 -3.047 0.026 -0.101 -0.021
H 1.465 -0.150 -3.312 -0.085 0.034 0.092
H 2.896 -0.362 -0.811 -0.010 0.011 -0.049
H 3.918 0.578 -1.876 -0.102 0.002 0.075
H 3.651 -1.234 -3.634 -0.089 -0.109 0.036
H 2.822 -2.211 -2.410 -0.024 0.078 -0.124
H 5.014 -2.982 -2.130 0.054 0.087 -0.080
H 4.999 -1.675 -0.963 -0.007 -0.110 -0.041
H 6.027 -0.118 -2.594 -0.024 -0.077 -0.053
H 7.047 -1.513 -2.280 -0.054 -0.047 -0.053
H 4.705 -3.052 -5.398 0.065 -0.021 -0.079
H 5.472 -4.401 -4.543 0.059 0.027 -0.077
H 6.084 -3.932 -6.134 -0.022 -0.013 0.068

119
Properties=species:S:1:pos:R:3:forces:R:3 method="wB97M-V/def2-TZVPD" fmax_ev_per_a=5.39 smiles="CCCc1c2c(c(N(C)C(C)=O)c(CC(=O)OC(C)=O)c1[C@@H](C)CCC)C(=O)C=C(F)C2=O.NC(N)=O.NC(N)=O.NC(N)=O.NC(N)=O.NC(N)=O.NC(N)=O.NC(N)=O"
C -0.224 -3.854 1.709 -1.185 0.865 0.533
C -0.461 -2.307 2.170 0.804 -0.637 0.204
C -0.085 -1.249 1.021 0.428 0.596 0.180
C 0.447 0.143 1.666 0.714 1.175 0.593
C 1.955 0.191 2.016 -1.188 3.023 0.770
C 2.545 1.486 2.656 -2.384 0.284 -0.585
C 1.655 2.744 2.945 -0.633 -3.906 -1.544
N 2.346 3.904 3.534 -3.237 -1.119 0.683
C 2.154 5.162 2.745 0.846 1.653 0.072
C 2.066 4.076 4.964 2.522 2.463 1.976
C 1.065 3.192 5.839 0.882 -0.436 0.403
O 2.712 4.989 5.569 -2.626 -3.001 -2.345
C 0.151 2.648 2.594 0.717 -1.924 -0.491
C -0.840 3.876 2.898 0.221 -0.509 -1.090
C -1.261 4.516 1.470 -4.532 0.946 -1.081
O -2.464 4.664 1.121 4.966 -0.842 1.912
O -0.264 4.923 0.510 -0.451 -2.182 0.332
C -0.297 4.114 -0.667 -1.216 -1.629 -3.751
C 0.991 3.187 -0.992 -0.373 1.109 0.135
O -1.227 4.082 -1.505 2.848 1.090 3.980
C -0.507 1.376 1.928 3.565 0.108 1.311
C -2.066 1.304 1.525 0.327 0.182 -0.507
C -2.137 1.274 -0.109 -0.227 -1.095 0.125
C -2.846 0.067 2.194 -1.143 -0.344 -0.194
C -4.391 0.416 2.555 0.124 0.730 0.747
C -4.501 1.566 3.709 -0.266 -1.184 -0.415
C 4.099 1.529 2.983 1.432 0.207 0.997
O 4.642 2.126 3.940 -2.108 -1.714 -3.072
C 5.056 0.675 2.008 -2.409 -2.264 -0.955
C 4.504 -0.510 1.433 1.853 2.709 0.665
F 5.363 -1.269 0.564 -2.445 1.292 2.133
C 2.996 -0.996 1.754 -0.163 -1.823 -0.042
O 2.733 -2.216 1.819 0.791 4.134 -0.388
H -0.325 -4.477 2.678 0.413 0.752 -1.647
H -1.130 -4.095 1.031 1.715 0.204 0.947
H 0.773 -4.009 1.180 -1.286 0.193 0.836
H 0.204 -2.046 3.080 -0.984 -0.591 -1.383
H -1.547 -2.260 2.518 1.547 0.224 -0.730
H -0.960 -1.097 0.307 1.159 -0.045 1.162
H 0.796 -1.645 0.384 -1.477 0.463 1.123
H 1.273 5.802 3.136 1.258 -1.106 -0.751
H 2.028 4.940 1.626 0.261 0.229 1.861
H 3.091 5.810 2.933 -1.474 -1.044 -0.547
H 1.471 3.220 6.921 -0.582 0.211 -1.862
H 0.031 3.674 5.862 1.348 -0.804 -0.289
H 1.048 2.079 5.555 -0.259 1.811 0.082
H -0.399 4.644 3.614 -0.434 -0.977 -1.236
H -1.830 3.505 3.358 1.616 0.559 -0.859
H 1.907 3.833 -0.773 -0.929 -1.230 -0.132
H 0.983 2.895 -2.109 -0.244 0.714 1.846
H 0.933 2.219 -0.392 0.274 1.491 -0.448
H -2.647 2.250 1.823 1.355 -1.345 -0.202
H -1.084 1.325 -0.576 -1.789 0.183 0.667
H -2.844 2.076 -0.508 1.196 -0.966 0.524
H -2.568 0.259 -0.449 0.576 1.660 0.555
H -2.897 -0.817 1.463 0.349 1.220 1.066
H -2.354 -0.294 3.158 -0.493 0.619 -1.273
H -4.989 0.757 1.637 0.969 -0.565 1.175
H -4.932 -0.499 3.006 1.082 1.218 -0.958
H -4.282 2.612 3.311 -0.298 -1.370 0.633
H -5.574 1.509 4.135 1.758 0.392 -0.604
H -3.765 1.262 4.533 -1.027 0.698 -1.017
H 6.127 1.022 1.817 -1.740 -0.653 0.464
N -1.772 2.406 -3.636 -0.028 -0.018 0.355
C -2.070 1.143 -4.016 0.038 0.310 0.219
N -2.016 0.916 -5.353 -0.083 -0.565 -0.647
O -2.365 0.273 -3.206 0.043 -0.117 -0.233
H -1.527 3.141 -4.274 -0.034 -0.043 0.079
H -1.803 2.605 -2.646 0.087 0.191 -0.311
H -2.231 -0.014 -5.670 0.050 0.201 0.023
H -1.776 1.618 -6.029 -0.027 -0.033 0.104
N -3.935 -3.982 -1.587 -0.036 0.039 0.434
C -3.100 -3.047 -1.078 -0.195 -0.222 -0.260
N -2.643 -2.144 -1.977 0.395 0.093 0.258
O -2.780 -3.018 0.109 -0.009 0.214 0.216
H -4.208 -4.024 -2.552 -0.059 -0.239 0.114
H -4.295 -4.671 -0.948 0.034 0.037 -0.274
H -2.019 -1.432 -1.636 -0.188 0.000 -0.357
H -2.891 -2.147 -2.949 0.000 0.185 0.121
N 6.120 5.503 0.418 0.678 -0.582 0.190
C 4.984 5.939 -0.173 -0.209 -0.091 -0.143
N 4.674 7.229 0.090 -0.464 0.698 0.004
O 4.292 5.223 -0.887 -0.090 -0.072 0.034
H 6.700 6.077 1.007 -0.104 0.129 -0.044
H 6.389 4.548 0.250 -0.091 0.182 0.034
H 3.835 7.595 -0.330 0.166 -0.091 0.072
H 5.230 7.831 0.673 0.135 -0.078 -0.041
N -4.924 -6.595 -5.449 -0.588 0.065 -0.364
C -4.394 -6.342 -4.227 0.271 -0.057 0.000
N -3.125 -6.778 -4.056 0.259 0.061 0.476
O -5.014 -5.762 -3.343 -0.310 -0.070 -0.168
H -4.432 -7.070 -6.187 -0.172 -0.105 -0.033
H -5.868 -6.285 -5.613 0.229 0.060 -0.076
H -2.696 -6.606 -3.157 0.233 -0.116 -0.085
H -2.597 -7.254 -4.764 -0.111 0.066 0.011
N 0.681 -7.176 -0.426 0.024 0.302 0.578
C 0.011 -7.409 -1.580 -0.181 0.228 0.137
N 0.580 -8.336 -2.391 0.053 -0.465 -0.669
O -1.025 -6.828 -1.867 -0.023 -0.072 -0.104
H 1.533 -7.641 -0.171 -0.076 0.043 -0.054
H 0.289 -6.493 0.203 0.079 -0.061 -0.090
H 0.111 -8.537 -3.258 0.125 0.015 0.176
H 1.430 -8.824 -2.172 -0.077 0.067 0.003
N -5.496 -11.163 -6.907 0.248 -0.611 -0.459
C -5.614 -9.837 -6.649 -0.006 0.193 -0.012
N -6.209 -9.539 -5.471 -0.340 0.365 0.463
O -5.214 -8.977 -7.422 0.120 0.030 -0.040
H -5.817 -11.884 -6.287 0.010 0.098 -0.037
H -5.058 -11.424 -7.775 -0.093 0.037 0.169
H -6.314 -8.562 -5.245 0.124 -0.171 0.064
H -6.544 -10.228 -4.823 0.047 0.036 -0.081
N 9.498 8.657 2.705 0.010 0.124 0.692
C 8.789 8.464 1.567 -0.109 0.028 0.002
N 9.540 8.265 0.457 0.049 -0.148 -0.707
O 7.566 8.469 1.544 -0.155 -0.176 -0.029
H 10.501 8.657 2.746 -0.093 0.000 -0.035
H 8.975 8.808 3.552 0.111 -0.029 -0.145
H 9.049 8.118 -0.410 0.108 0.033 0.144
H 10.544 8.257 0.455 -0.092 0.008 0.028

| no. | orbital gap (eV) | HOMO energy (Ha) |
| --- | --- | --- |
| 1 | 9.4 | -0.4404 |
| 2 | 7.6 | -0.3197 |